Computed, not measured: a molecular structure, C37H42N2P2PtS2Si2, with ωB97M-V with the def2-TZVPD basis set.

ORCA input file:
```
! RIJCOSX wB97M-V def2-TZVPD def2/J DEFGRID3
* xyz -2 1
Pt -0.06749 0.00753 0.28313
S -1.14963 0.91231 3.43988
S 2.38548 1.29424 -1.62965
P 2.03040 2.30809 0.04828
P 0.30671 2.01042 2.67330
Si 1.19621 -3.02946 0.19615
Si -3.10658 1.11940 -0.25241
N -0.18094 -2.03845 0.04725
N -2.00592 -0.20047 -0.18934
C -0.81319 6.46382 3.45542
C 3.18036 2.29447 5.64800
C -1.61598 5.44309 3.94489
C 3.21715 0.06978 4.75057
C 2.25930 0.42893 3.82102
C 1.69388 6.58968 -1.72252
C 4.04987 3.48260 1.71325
C 3.59696 2.36504 1.01770
C 1.48402 -4.14435 -1.30345
C 3.67950 1.00332 5.67325
C 1.74388 1.72476 3.79283
C 1.17737 -4.16438 1.71038
C 2.21554 2.65266 4.71152
C -3.18666 -4.23469 -0.23727
C 4.33578 1.18709 1.09971
C -0.10509 3.78289 3.04724
C -4.08428 1.10304 -1.87902
C 0.35062 6.14717 2.76863
C 2.73909 -1.99326 0.37941
C 0.70003 4.68780 -0.63610
C -3.79767 -1.91078 -0.29035
C 3.05576 4.72083 -1.05834
C -2.46532 -1.51448 -0.17356
C 5.20256 3.42193 2.48593
C 5.91549 2.23722 2.57625
C 0.57535 5.94084 -1.22292
C 0.69172 4.81776 2.56983
C -1.46777 -2.51569 -0.06543
C 2.93921 5.97630 -1.63304
C -4.16356 -3.25850 -0.32160
C 5.48187 1.12045 1.87422
C 1.93734 4.06194 -0.54750
C 0.66660 1.78053 0.97916
C -1.84894 -3.85751 -0.11270
C -4.37541 1.18424 1.14108
C -1.26370 4.11480 3.74341
C -2.26466 2.78034 -0.25807
H 5.53631 4.30194 3.02355
H 1.58940 4.58323 2.02208
H -5.21026 -3.52835 -0.41031
H -4.57277 -1.16136 -0.35632
H 1.82303 3.66210 4.70683
H 3.81929 6.47495 -2.02314
H -3.02439 3.56046 -0.37455
H -3.44960 -5.28658 -0.26905
H -4.90480 2.14121 1.10554
H -4.66076 2.02878 -1.96914
H 3.53772 3.02994 6.36012
H -3.85543 1.11261 2.09868
H -2.52718 5.68053 4.48188
H 0.69431 -4.88686 -1.43132
H 3.60966 -2.64688 0.49829
H 0.98295 6.93067 2.36778
H 6.80448 2.18275 3.19404
H -5.11466 0.38337 1.09696
H 2.67215 -1.35474 1.26128
H 1.51686 -3.53606 -2.20992
H 4.00139 0.32768 0.53517
H 2.43766 -4.67298 -1.21098
H 4.02359 4.23571 -1.01721
H -4.77508 0.26436 -1.96608
H 1.01420 -3.56887 2.61201
H -1.55477 2.84620 -1.08428
H 2.13908 -4.67761 1.80754
H 3.60248 -0.94309 4.76109
H 4.42172 0.72031 6.41080
H -3.39259 1.04868 -2.72280
H -1.09803 7.50021 3.59745
H 1.87094 -0.29751 3.11578
H -0.16525 4.18205 -0.22867
H -1.88594 3.30701 4.10866
H -1.72196 2.95168 0.67069
H 0.39163 -4.92019 1.67315
H 3.51958 4.42218 1.64002
H -0.40023 6.40905 -1.28320
H 6.03428 0.19005 1.93672
H 1.59912 7.56485 -2.18671
H 2.89614 -1.34030 -0.48191
H -1.08827 -4.62590 -0.04669
*
```

Computed properties:
LUMO level ... 4.338 eV
M ... 892.09 g mol⁻¹
Kohn-Sham gap ... 5.0278 eV
Relative energy (zero: lowest compared OMol25 entry of this formula, charge and spin) ... 3.77 kcal/mol